Entry 1:
{
  "formula": "C45H95N5O5",
  "method": "wB97M-V/def2-TZVPD",
  "species": ["O", "O", "O", "O", "O", "N", "N", "N", "N", "N", "C", "C", "C", "C", "C", "C", "C", "C", "C", "C", "C", "C", "C", "C", "C", "C", "C", "C", "C", "C", "C", "C", "C", "C", "C", "C", "C", "C", "C", "C", "C", "C", "C", "C", "C", "C", "C", "C", "C", "C", "C", "C", "C", "C", "C", "H", "H", "H", "H", "H", "H", "H", "H", "H", "H", "H", "H", "H", "H", "H", "H", "H", "H", "H", "H", "H", "H", "H", "H", "H", "H", "H", "H", "H", "H", "H", "H", "H", "H", "H", "H", "H", "H", "H", "H", "H", "H", "H", "H", "H", "H", "H", "H", "H", "H", "H", "H", "H", "H", "H", "H", "H", "H", "H", "H", "H", "H", "H", "H", "H", "H", "H", "H", "H", "H", "H", "H", "H", "H", "H", "H", "H", "H", "H", "H", "H", "H", "H", "H", "H", "H", "H", "H", "H", "H", "H", "H", "H", "H", "H"],
  "positions_angstrom": [[12.647, 0.630, -3.736], [3.078, 9.348, -4.626], [-9.711, -4.957, 4.400], [-7.721, 1.494, 3.751], [2.052, -1.939, 1.171], [-7.112, 2.178, 4.861], [-9.483, -6.011, 5.134], [1.785, -3.218, 0.593], [2.680, 8.005, -4.920], [12.218, 1.140, -4.952], [-4.866, 2.241, 3.850], [-11.904, -5.943, 5.982], [3.710, 7.197, -5.639], [10.860, 0.616, -5.267], [2.575, -2.383, -1.628], [-9.245, 3.001, 5.865], [-8.800, -8.330, 5.409], [1.947, -6.084, -0.217], [0.181, -3.803, 2.398], [-10.378, -5.988, 6.332], [1.392, -4.309, 1.573], [2.283, -4.857, -1.101], [-10.117, -4.882, 7.287], [-10.078, -8.580, 6.214], [13.236, 1.381, -5.946], [10.385, 1.212, -6.656], [12.702, 1.973, -7.270], [10.791, -0.990, -5.314], [-7.808, 3.363, 5.287], [14.373, 2.434, -5.471], [-7.646, -6.908, 3.823], [0.469, 8.540, -3.553], [3.897, 7.833, -7.050], [-9.954, -7.870, 3.319], [2.755, -3.466, -0.484], [1.238, 7.819, -4.871], [-7.078, 3.886, 6.512], [4.199, -3.654, -0.168], [1.012, 6.270, -4.830], [13.937, 0.024, -6.252], [2.526, -4.810, 2.604], [0.965, -5.634, 0.814], [-7.843, 4.433, 4.126], [-5.733, 1.831, 5.173], [11.415, 1.248, -7.694], [-5.557, 3.908, 6.535], [1.747, 5.489, -5.871], [3.305, 5.700, -5.695], [9.804, 1.372, -4.398], [-5.733, 0.257, 5.446], [-8.997, -7.236, 4.413], [4.926, 7.252, -4.793], [-10.111, -7.355, 7.207], [0.591, 8.385, -6.230], [-5.125, 2.443, 6.455], [-6.824, -6.689, 4.504], [-0.039, -4.441, 3.253], [2.355, -4.563, 3.652], [-0.685, -3.780, 1.736], [14.958, 2.441, -6.391], [-9.843, -9.411, 6.879], [1.165, -1.590, 1.065], [-0.555, 8.239, -3.330], [2.986, -5.264, -1.827], [12.485, 3.042, -7.258], [0.126, -5.226, 0.251], [13.480, -0.779, -5.673], [11.476, 0.255, -8.139], [-12.123, -6.685, 5.214], [0.883, 7.792, -7.097], [-6.286, -0.106, 6.312], [4.414, -4.217, 0.740], [1.686, -6.922, -0.863], [4.713, 7.308, -7.546], [12.693, -0.317, -3.888], [3.628, 5.171, -4.798], [-9.086, -4.757, 7.617], [9.862, 1.002, -3.374], [14.900, 2.238, -4.537], [13.658, -0.392, -7.220], [-4.981, 4.476, 5.804], [0.359, -2.940, 3.039], [-9.138, 2.223, 6.621], [4.132, 8.892, -7.153], [-3.872, 1.794, 3.843], [-10.215, -7.105, 2.588], [-9.963, 2.664, 5.117], [0.996, 9.370, -6.462], [-12.301, -4.980, 5.660], [0.713, -6.372, 1.576], [-9.702, 3.741, 6.522], [-9.572, -8.831, 2.975], [-8.676, -9.320, 4.969], [4.743, 6.986, -3.752], [1.643, 4.420, -5.684], [8.785, 1.238, -4.760], [0.664, 9.607, -3.658], [-12.379, -6.328, 6.885], [-7.887, -8.114, 5.963], [-10.396, -5.199, 3.773], [-7.239, 3.314, 7.425], [9.890, 2.171, -6.501], [-7.317, 4.938, 6.668], [15.013, 0.044, -6.073], [0.937, 8.213, -2.624], [5.806, 6.777, -5.227], [3.001, 9.800, -5.469], [-0.482, 8.436, -6.414], [-8.506, 5.263, 4.373], [1.404, 5.873, -3.893], [13.404, 1.889, -8.099], [1.524, -2.422, -1.917], [-6.853, 4.872, 4.004], [-4.043, 2.503, 6.337], [2.704, -5.882, 2.522], [-4.732, 3.315, 3.719], [-4.733, -0.073, 5.728], [-11.063, -8.594, 5.749], [2.715, -1.347, -1.320], [-10.480, -3.920, 6.924], [5.188, 8.293, -4.602], [11.020, -1.483, -6.259], [2.842, -6.444, 0.291], [-5.299, 1.873, 2.919], [3.481, -4.310, 2.445], [9.741, -1.204, -5.110], [-8.222, 0.859, 4.267], [-5.087, 4.143, 7.489], [1.507, 5.668, -6.919], [-6.022, -0.408, 4.631], [-9.181, -7.464, 7.764], [13.849, 3.383, -5.356], [-10.723, -4.990, 8.186], [3.689, 5.039, -6.472], [4.516, -2.635, 0.055], [9.877, 2.452, -4.529], [9.714, 0.551, -7.205], [-7.752, -6.046, 3.164], [3.265, -2.572, -2.450], [-5.170, 1.746, 7.292], [-10.934, -7.543, 7.896], [3.055, 7.618, -7.708], [-8.162, 4.123, 3.130], [10.980, 1.856, -8.486], [-0.071, 6.177, -4.907], [-10.982, -8.037, 3.641], [1.386, -4.751, -1.711], [11.399, -1.518, -4.580], [-7.313, -7.620, 3.068], [4.795, -4.190, -0.907]],
  "gap_ev": 8.315,
  "total_energy_ev": -65880.331,
  "charge": 0
}

***

Entry 2:
{
  "formula": "HN5",
  "method": "wB97M-V/def2-TZVPD",
  "species": ["N", "N", "N", "N", "N", "H"],
  "positions_angstrom": [[0.061, -0.897, -1.057], [0.437, 1.022, -0.118], [-0.490, -1.011, 0.093], [-0.213, 0.141, 0.659], [0.641, 0.371, -1.203], [-0.436, 0.373, 1.627]],
  "gap_ev": 12.572,
  "total_energy_ev": -7464.244,
  "charge": 0
}

***

Entry 3:
{
  "formula": "C40H40Cl2Ge2N6O3SSeTi",
  "method": "wB97M-V/def2-TZVPD",
  "species": ["Se", "Ge", "Ge", "Ti", "Cl", "Cl", "S", "O", "O", "O", "N", "N", "N", "N", "N", "N", "C", "C", "C", "C", "C", "C", "C", "C", "C", "C", "C", "C", "C", "C", "C", "C", "C", "C", "C", "C", "C", "C", "C", "C", "C", "C", "C", "C", "C", "C", "C", "C", "C", "C", "C", "C", "C", "C", "C", "C", "H", "H", "H", "H", "H", "H", "H", "H", "H", "H", "H", "H", "H", "H", "H", "H", "H", "H", "H", "H", "H", "H", "H", "H", "H", "H", "H", "H", "H", "H", "H", "H", "H", "H", "H", "H", "H", "H", "H", "H"],
  "positions_angstrom": [[-1.542, -3.711, -2.681], [-0.009, 1.502, -1.437], [-1.917, 2.839, -0.708], [1.024, -0.300, 0.280], [5.022, 1.383, 1.007], [4.376, -1.418, 1.531], [-1.751, -1.824, 0.843], [2.666, 0.131, -0.504], [-1.032, -0.612, 0.178], [4.237, -0.524, -1.954], [0.848, -1.212, 2.123], [0.207, 0.581, 3.594], [-0.423, -6.280, -1.664], [1.360, -3.527, 1.542], [1.217, 1.448, 1.587], [1.328, -2.247, -0.490], [1.983, 3.730, 1.630], [0.398, -0.657, 3.297], [0.166, -1.723, 4.292], [2.537, 2.315, -2.720], [-1.503, 4.091, 0.747], [-4.115, -1.324, 2.102], [1.480, -2.237, -1.822], [-4.297, -2.403, 1.031], [-2.559, 3.815, -2.284], [1.867, 2.502, 1.035], [-0.325, -1.672, 5.584], [0.993, -2.602, 2.331], [-2.427, -0.764, -4.075], [0.499, -4.109, 4.393], [-1.698, -0.804, -5.255], [3.506, 3.210, -3.154], [-3.284, -2.087, -0.058], [1.199, 4.137, -1.944], [-1.899, -0.128, -2.961], [1.363, 2.760, -2.109], [1.976, -3.304, -2.536], [0.001, -4.074, 5.689], [2.079, -4.504, -0.479], [1.602, -3.388, 0.184], [0.768, 2.853, 3.475], [0.053, 0.475, -4.209], [2.283, -4.463, -1.845], [4.888, -0.241, 0.306], [0.720, 1.605, 2.832], [-0.658, 0.510, -3.008], [-3.448, 1.811, -0.039], [-0.886, -5.289, -2.051], [2.165, 5.038, -2.377], [-0.459, -0.185, -5.319], [0.570, -2.907, 3.713], [3.881, -0.234, -0.846], [1.395, 3.917, 2.880], [-2.608, -1.143, 2.306], [-0.407, -2.874, 6.276], [3.324, 4.575, -2.981], [-2.465, -0.111, -2.040], [2.009, 6.101, -2.240], [-4.107, -3.396, 1.447], [-0.790, -2.884, 7.288], [0.815, -5.030, 3.922], [2.302, 2.335, 0.064], [-4.599, -1.598, 3.038], [-3.512, -1.148, -0.562], [1.206, -1.321, -2.336], [0.326, 2.916, 4.458], [-2.231, -1.682, 3.173], [-0.773, 4.846, 0.455], [-2.944, 3.104, -3.016], [-2.286, -0.104, 2.381], [1.446, 4.875, 3.380], [2.506, 4.521, 1.114], [-4.258, 2.514, 0.168], [0.305, 4.524, -1.469], [-3.807, 1.086, -0.769], [5.859, -0.533, -0.070], [2.716, 1.256, -2.856], [-2.423, 4.599, 1.043], [-0.629, -0.733, 6.026], [2.230, -5.404, 0.096], [-3.397, -1.241, -4.022], [4.081, 5.273, -3.315], [-3.080, -2.886, -0.772], [-3.197, 1.296, 0.888], [-0.075, -4.992, 6.257], [1.007, 0.980, -4.292], [-4.557, -0.387, 1.759], [-5.305, -2.412, 0.619], [4.407, 2.835, -3.624], [-2.095, -1.318, -6.119], [-1.765, 4.391, -2.757], [2.635, -5.342, -2.367], [-3.364, 4.495, -1.998], [2.075, -3.229, -3.608], [0.111, -0.207, -6.239], [-1.113, 3.555, 1.613]],
  "gap_ev": 5.237,
  "total_energy_ev": -294589.693,
  "charge": 0
}

***

Entry 4:
{
  "formula": "C36H103N7O12",
  "method": "wB97M-V/def2-TZVPD",
  "species": ["O", "O", "O", "O", "O", "O", "O", "O", "O", "O", "O", "O", "N", "N", "N", "N", "N", "N", "N", "C", "C", "C", "C", "C", "C", "C", "C", "C", "C", "C", "C", "C", "C", "C", "C", "C", "C", "C", "C", "C", "C", "C", "C", "C", "C", "C", "C", "C", "C", "C", "C", "C", "C", "C", "C", "H", "H", "H", "H", "H", "H", "H", "H", "H", "H", "H", "H", "H", "H", "H", "H", "H", "H", "H", "H", "H", "H", "H", "H", "H", "H", "H", "H", "H", "H", "H", "H", "H", "H", "H", "H", "H", "H", "H", "H", "H", "H", "H", "H", "H", "H", "H", "H", "H", "H", "H", "H", "H", "H", "H", "H", "H", "H", "H", "H", "H", "H", "H", "H", "H", "H", "H", "H", "H", "H", "H", "H", "H", "H", "H", "H", "H", "H", "H", "H", "H", "H", "H", "H", "H", "H", "H", "H", "H", "H", "H", "H", "H", "H", "H", "H", "H", "H", "H", "H", "H", "H", "H"],
  "positions_angstrom": [[0.335, -2.953, -5.089], [3.775, 1.658, 4.736], [1.497, -4.869, 1.094], [-5.560, 0.715, 1.684], [3.947, 0.238, -4.810], [-0.038, -1.625, 4.461], [-3.570, 3.715, -1.986], [2.249, 4.791, 1.971], [1.117, 2.666, -2.947], [0.105, 1.246, -0.740], [-5.673, -3.152, 2.290], [-3.491, -0.554, -3.154], [-2.041, 1.374, 5.388], [2.255, 1.350, -6.904], [5.053, 3.741, 1.576], [-4.212, -4.711, 0.536], [0.199, -4.714, -1.874], [-2.919, 1.116, -0.874], [4.222, -1.849, 5.665], [-3.573, 0.749, 0.387], [3.515, 2.864, 5.437], [-2.468, 4.594, -2.285], [1.971, 3.724, -2.601], [-4.572, -2.537, 1.643], [-1.696, 4.831, -1.004], [4.164, -0.696, 4.780], [-0.872, -2.455, 3.668], [0.475, -3.580, -2.751], [0.987, 4.897, 2.570], [0.693, -0.046, -0.910], [-2.833, 1.547, 1.473], [0.194, -4.022, -4.175], [1.942, -3.147, -2.485], [2.738, -0.383, -5.174], [-6.786, -2.313, 2.477], [3.831, 3.506, 0.754], [-2.270, -1.107, -3.621], [-1.387, -0.011, -4.183], [2.599, 3.468, 1.624], [-2.443, -3.066, 0.384], [-0.233, -3.207, -6.349], [-6.814, 1.284, 2.002], [-3.557, -3.611, 1.287], [-0.695, -0.737, 5.314], [3.233, -1.018, 3.626], [3.320, -0.790, -7.574], [2.227, -3.828, 1.759], [2.359, -0.104, -6.607], [0.046, 1.398, 4.140], [-1.130, 0.550, 4.603], [-5.058, 1.015, 0.405], [4.279, -0.141, -3.486], [3.691, 0.519, 5.571], [0.689, -0.775, 0.420], [4.042, 2.225, -0.035], [-5.110, -4.844, 1.005], [-2.980, 0.970, 5.355], [-4.995, -2.016, 0.771], [-0.146, -2.739, -2.449], [5.147, -0.441, 4.374], [0.798, -1.856, 0.291], [-0.183, -0.604, 1.050], [-3.325, -0.296, 0.583], [3.181, -0.553, -8.629], [-3.099, 2.095, -1.112], [-3.282, 0.016, -2.380], [-0.241, -3.232, 3.244], [3.731, 0.489, -2.776], [2.716, -3.848, -2.795], [3.227, 2.033, -0.735], [1.362, -0.510, -6.807], [3.021, 3.598, -2.877], [-1.849, 0.490, -5.034], [-2.023, -3.899, -0.183], [-1.324, -3.096, -6.372], [4.358, -0.527, -7.339], [1.612, 4.706, -2.933], [2.323, 1.489, -7.904], [-1.471, 3.859, -0.564], [-7.583, -2.807, 3.025], [2.673, 0.368, 5.955], [0.188, 4.768, 1.822], [-1.771, 1.291, 1.426], [1.745, 0.035, -1.200], [-0.862, -4.319, -4.211], [3.108, 1.746, -6.505], [3.604, -1.866, 3.049], [2.466, 2.865, 5.761], [-0.413, -0.423, -4.476], [-2.497, -1.905, -4.331], [-1.606, 0.160, 3.689], [-0.061, -0.499, 6.176], [-2.224, 2.245, 4.892], [2.757, -1.468, -5.028], [2.238, -1.202, 4.038], [0.801, -4.893, -4.450], [-4.218, 3.757, -2.696], [-3.160, -4.114, 2.169], [5.799, 3.992, 0.932], [4.173, 2.977, 6.303], [3.170, -0.182, 2.927], [-5.237, 2.070, 0.142], [-2.273, 5.423, -0.298], [-2.905, 2.626, 1.303], [-1.588, -1.193, 5.773], [3.304, -1.881, -7.466], [4.199, -1.211, -3.305], [0.652, -4.689, -0.967], [3.364, -2.390, 5.716], [-1.332, -1.827, 2.901], [-4.495, -4.390, -0.390], [2.722, 2.800, 2.486], [3.643, 3.664, 4.710], [0.158, -2.424, -6.999], [0.033, -4.196, -6.732], [-7.103, -1.936, 1.497], [-5.588, 0.444, -0.373], [1.980, 3.870, -1.516], [1.609, -0.509, 0.950], [5.319, 0.172, -3.354], [4.865, 4.590, 2.109], [1.776, 3.034, 1.031], [-4.148, -1.743, 2.276], [-1.759, -1.603, -2.784], [4.371, 0.638, 6.425], [-7.445, 1.323, 1.108], [-6.730, 2.300, 2.393], [1.911, 0.001, -4.556], [-1.842, 4.140, -3.058], [0.863, 4.200, 3.401], [-1.671, -2.949, 4.233], [2.130, -2.177, -2.965], [4.189, 1.363, 0.617], [2.043, -2.885, -1.429], [0.849, 2.740, -3.869], [-2.874, -2.386, -0.356], [-1.918, 0.969, -0.787], [-6.473, -1.462, 3.098], [0.842, 0.758, 3.753], [-1.176, 0.761, -3.436], [0.580, -5.562, -2.290], [0.183, 1.636, -1.632], [3.140, -3.568, 1.222], [0.824, 5.929, 2.887], [0.119, -0.601, -1.661], [4.979, 2.310, -0.592], [4.390, -1.664, 6.650], [-0.269, 2.125, 3.391], [-3.144, 1.382, 2.511], [-7.260, 0.592, 2.711], [1.420, -5.591, 1.720], [-2.871, 5.517, -2.711], [-0.763, 5.301, -1.321], [-1.621, -2.575, 0.903], [0.508, 1.938, 4.973], [2.580, -4.188, 2.733], [1.568, -2.988, 1.971], [3.739, 4.380, 0.095]],
  "gap_ev": 9.356,
  "total_energy_ev": -73998.459,
  "charge": 0
}